(1)
6
Properties=species:S:1:pos:R:3:forces:R:3:lowdin_charge:R:1 method="wB97M-V/def2-TZVPD" spin_multiplicity=1 de_lowest_kcal_mol=84.2 e_homo_ev="-8.8 / -8.7" lumo_energy_ev="-1.3 / -1.4" total_energy_ha=-456.3422
C 1.19934 -0.84368 -0.46562 1.7239 -2.1284 -1.2284 -0.19
O 0.67642 -0.72360 0.59324 -0.7552 0.6371 0.1887 -0.03
P -3.49640 -0.42179 0.03828 0.0448 -0.0932 -0.0063 0.38
H 0.66331 -0.90654 -1.49742 0.5015 0.5764 1.4348 0.10
H 2.32582 -1.19258 -0.47208 -1.4851 0.9185 -0.3928 0.10
H -4.01482 0.89534 0.06046 -0.0299 0.0896 0.0040 -0.36

(2)
12
Properties=species:S:1:pos:R:3:forces:R:3:lowdin_charge:R:1 method="wB97M-V/def2-TZVPD" smiles="C/C(Cl)=C/CF" spin_multiplicity=1 de_lowest_kcal_mol=11.8 e_homo_ev=-9.7 lumo_energy_ev=0.9 total_energy_ha=-716.0322
C 0.50472 -1.64449 -0.92981 -0.9127 -0.9798 -0.9526 -0.13
C -0.28020 -0.41857 -0.56447 0.2704 -0.4955 0.2927 -0.71
Cl -1.93307 -0.33716 -1.16357 0.5268 -0.1406 0.2640 0.65
C 0.19524 0.45119 0.29290 1.4281 1.4082 2.0439 -0.13
C -0.40326 1.57795 1.11836 -0.1823 -1.0496 -1.3915 -0.22
F 0.07733 2.73750 0.59093 0.9674 1.5495 -0.2057 -0.05
H -0.01050 -2.51494 -0.44439 0.3395 0.5638 -0.7324 0.10
H 1.54122 -1.71220 -0.62669 0.1096 0.6906 0.5143 0.07
H 0.54161 -1.76420 -2.02491 -0.3675 -0.2761 0.3356 0.08
H 1.28500 0.44404 0.58631 -1.0929 -0.7301 -0.6891 0.13
H -1.45964 1.70244 1.02157 -0.9193 -0.5626 0.3439 0.10
H -0.05844 1.47843 2.14378 -0.1671 0.0221 0.1770 0.11

(3)
15
Properties=species:S:1:pos:R:3:forces:R:3:lowdin_charge:R:1 method="wB97M-V/def2-TZVPD" smiles="COC(=O)[C@@H](C)O" spin_multiplicity=1 de_lowest_kcal_mol=17.7 e_homo_ev=-10.5 lumo_energy_ev=0.8 total_energy_ha=-382.9366
C 2.47809 0.01009 0.45366 0.2714 -0.0336 -0.0496 -0.04
O 1.11226 0.28618 0.76359 -0.1661 0.0332 -0.0483 -0.02
C 0.21092 -0.52052 0.20237 0.0154 -0.2326 -0.2357 -0.47
O 0.47364 -1.52049 -0.42834 -0.0611 0.3953 0.3116 0.12
C -1.20315 -0.00003 0.37603 0.0755 0.1976 0.0568 -0.36
C -1.53982 0.87929 -0.83123 -0.0141 0.0370 -0.0688 -0.02
O -2.09144 -1.08125 0.49941 0.0080 -0.1886 -0.1415 -0.01
H 2.73487 -1.02435 0.68775 -0.0572 0.1133 -0.0008 0.10
H 3.05985 0.70214 1.06166 -0.0373 -0.1153 -0.1070 0.09
H 2.65108 0.19258 -0.60939 0.0567 -0.0442 0.1088 0.10
H -1.25352 0.58682 1.29759 -0.0215 -0.0884 -0.0947 0.15
H -0.84849 1.72469 -0.91912 -0.0984 -0.1153 0.0512 0.09
H -2.55842 1.26208 -0.72927 0.1376 -0.0528 0.0059 0.09
H -1.48192 0.28247 -1.74833 -0.0077 0.0818 0.1329 0.09
H -1.74395 -1.77971 -0.07637 -0.1011 0.0125 0.0792 0.10

(4)
8
Properties=species:S:1:pos:R:3:forces:R:3:lowdin_charge:R:1 method="wB97M-V/def2-TZVPD" spin_multiplicity=1 de_lowest_kcal_mol=37.3 e_homo_ev="-9.0 / -9.0" lumo_energy_ev="-1.2 / -1.2" total_energy_ha=-660.2883
C -0.97441 -1.17963 -0.54081 -3.7248 -4.0710 -3.4930 -0.28
C -0.12484 -0.33818 0.05848 3.6244 3.3087 1.9227 -0.62
N -1.62404 -1.87322 -1.22726 1.1353 1.3577 1.6886 0.20
N -0.07355 0.97938 -0.35924 -1.5595 0.5544 0.0013 0.09
O 1.95704 0.25016 1.51514 -0.9414 -1.1249 -0.6130 -0.60
S 1.11096 -0.93251 1.08627 -0.5695 1.7295 -0.4496 0.98
H -0.90611 1.59208 -0.65297 1.6007 -2.0093 0.6266 0.16
H 0.63496 1.50192 0.12038 0.4347 0.2550 0.3164 0.06

(5)
23
Properties=species:S:1:pos:R:3:forces:R:3:lowdin_charge:R:1 method="wB97M-V/def2-TZVPD" smiles="C=CC[C@H](C)NC.O" spin_multiplicity=1 de_lowest_kcal_mol=86.3 e_homo_ev=-8.7 lumo_energy_ev=0.7 total_energy_ha=-367.4938
C 0.54455 2.22955 -1.51196 1.8783 -0.8031 -0.8667 -0.02
C 0.53092 0.90612 -1.41005 -0.8114 -1.9852 0.0493 -0.17
C -0.81367 0.17988 -1.06370 1.2080 2.7721 0.2106 -0.16
C -0.90987 0.30627 0.45628 -0.2631 -3.5148 2.8217 -0.46
C -1.59823 -0.99063 1.06752 -0.8245 1.1463 1.7493 -0.08
N -1.69714 1.35291 1.07128 1.3337 2.1590 -1.0427 -0.11
C -1.28306 1.65242 2.50222 -4.0248 1.8065 -1.7032 -0.09
H 1.39546 2.86138 -1.78600 -0.0897 -0.4700 0.3640 0.06
H -0.38061 2.71577 -1.51121 -1.3456 0.8318 0.1655 0.03
H 1.31107 0.09667 -1.46978 -0.0231 1.7492 -0.0265 0.11
H -0.73510 -0.89162 -1.26596 -0.4724 0.4314 -0.6071 0.10
H -1.56928 0.83026 -1.58991 0.0470 -1.4855 0.4695 0.13
H 0.14843 0.17184 0.89719 -1.0097 0.9257 -0.7404 0.14
H -2.53195 -0.70173 1.60850 0.6452 0.4587 -0.1798 0.07
H -1.02874 -1.44248 1.94045 -0.3207 -0.3751 -1.8530 0.09
H -2.10534 -1.51092 0.27905 0.7051 -1.5318 -0.3353 0.05
H -1.55302 2.18502 0.45613 -0.1208 -0.4198 1.1863 0.10
H -1.59195 2.74648 2.62434 0.8649 -1.3437 0.1476 0.10
H -1.97976 1.12068 3.18416 0.8354 -0.0726 -0.3238 0.08
H -0.27011 1.48319 2.66721 1.7880 -0.2817 0.5143 0.04
O 4.31607 -4.56184 -1.33609 0.0195 2.2196 1.5486 -0.09
H 4.85489 -4.70252 -2.10355 0.4847 0.0315 -0.5754 0.01
H 4.56350 -3.63938 -0.98279 -0.5039 -2.2484 -0.9730 0.08

(6)
17
Properties=species:S:1:pos:R:3:forces:R:3:lowdin_charge:R:1 method="wB97M-V/def2-TZVPD" total_charge=+1 spin_multiplicity=1 de_lowest_kcal_mol=27.6 e_homo_ev=-15.0 lumo_energy_ev=-3.4 total_energy_ha=-251.2264
C -0.50746 2.16655 0.88672 0.0588 0.4356 -1.5801 0.00
N 0.90695 1.58829 0.91808 -2.3537 -0.6527 0.9849 0.15
H -0.62165 2.76992 -0.01333 0.0272 0.2304 0.2954 0.10
H -1.20927 1.34323 0.78336 0.2130 -0.2564 0.1108 0.10
H -0.74828 2.70869 1.79220 0.3663 0.1681 0.0594 0.10
H 1.68008 2.23747 1.01767 -0.0544 0.1079 0.0974 0.17
H 1.05213 0.85786 0.19965 0.3061 0.0556 -0.0947 0.11
H 0.71143 1.02994 1.75186 1.5630 -0.1799 0.2690 0.16
C 0.16628 -1.17607 -1.19868 -1.0003 0.2113 -0.5014 -0.29
O 1.04965 -0.92911 -0.09225 -0.0262 0.0732 -0.4308 -0.11
C -0.94851 -2.13455 -0.78802 1.1023 0.1737 1.6361 -0.06
H -0.25304 -0.19794 -1.43557 -0.1651 0.1284 0.0219 0.10
H 0.67095 -1.46430 -2.12170 0.3978 -0.2757 0.2834 0.12
H 1.60561 -1.70016 0.03092 0.2397 -0.1482 0.1365 0.11
H -1.30891 -1.74626 0.17277 -0.5831 0.2101 -0.3435 0.07
H -1.75594 -2.29370 -1.48947 0.0817 -0.0382 -0.1759 0.08
H -0.49002 -3.05987 -0.41422 -0.1730 -0.2433 -0.7686 0.08